[1]
Formula: C18H33ClN3O12P2
Source: OMol25
Level of theory: the ωB97M-V functional and the def2-TZVPD basis

Each line ends with the Mulliken charge.
Positions of all 69 atoms, in Å:
Cl  -15.558  1.914  16.188  1.73
O  -16.047  0.613  16.599  -0.70
O  -16.607  2.894  16.178  -0.64
O  -14.462  2.289  17.037  -0.67
O  -15.026  1.823  14.828  -0.77
C  -12.789  -0.680  14.936  -0.65
O  -13.568  -1.763  14.458  0.24
P  -12.950  -3.140  14.032  0.67
O  -13.890  -4.216  13.728  -0.73
O  -11.966  -2.810  12.805  -0.35
C  -12.557  -2.456  11.552  -0.66
O  -11.913  -3.461  15.182  -0.30
C  -11.169  -4.670  15.174  -0.74
H  -11.712  -0.834  14.872  0.36
H  -13.004  -0.441  15.981  0.20
H  -13.063  0.247  14.432  0.28
H  -12.518  -1.374  11.411  0.25
H  -13.593  -2.781  11.473  0.33
H  -11.949  -2.910  10.771  0.26
H  -11.606  -5.388  14.481  0.33
H  -11.202  -5.097  16.178  0.24
H  -10.120  -4.488  14.943  0.25
C  -16.192  -1.718  20.705  -0.75
O  -15.390  -0.550  20.674  0.06
P  -14.502  -0.073  21.883  0.74
O  -15.125  -0.168  23.206  -0.74
O  -13.191  -0.974  21.699  -0.25
C  -12.193  -0.907  22.714  -0.77
O  -14.071  1.385  21.479  -0.27
C  -13.952  1.816  20.115  -0.40
H  -16.849  -1.709  21.574  0.32
H  -15.564  -2.613  20.780  0.29
H  -16.725  -1.793  19.762  0.22
H  -11.810  -1.912  22.868  0.24
H  -12.594  -0.514  23.651  0.35
H  -11.390  -0.220  22.438  0.26
H  -14.757  2.437  19.736  0.08
H  -13.890  0.955  19.449  0.29
H  -13.019  2.368  20.015  0.36
N  -17.687  2.788  19.003  0.28
C  -17.429  3.213  20.284  -0.35
C  -18.387  4.116  20.633  -0.53
C  -19.291  4.250  19.523  -0.61
C  -18.813  3.418  18.557  -0.46
H  -17.199  2.100  18.452  0.23
H  -16.583  2.822  20.821  0.23
H  -18.517  4.592  21.591  0.41
H  -20.181  4.846  19.628  0.37
H  -19.126  3.155  17.560  0.42
N  -16.414  -0.245  13.002  0.21
C  -16.301  -1.494  12.476  -0.68
C  -17.236  -1.615  11.473  -0.64
C  -17.980  -0.407  11.435  -0.65
C  -17.435  0.418  12.397  -0.41
H  -15.954  0.140  13.817  0.22
H  -15.614  -2.227  12.860  0.65
H  -17.427  -2.479  10.855  0.40
H  -18.817  -0.147  10.809  0.39
H  -17.749  1.397  12.718  0.49
N  -20.909  3.497  15.320  0.03
C  -19.772  4.099  14.845  -0.22
C  -20.147  5.124  14.015  -0.73
C  -21.567  5.113  13.967  -0.37
C  -22.011  4.093  14.767  -0.59
H  -20.862  2.617  15.803  0.25
H  -18.829  3.724  15.215  0.53
H  -19.448  5.734  13.469  0.39
H  -22.201  5.701  13.322  0.36
H  -23.003  3.689  14.873  0.39

Output
strongest force on any atom = 2.11 eV Å⁻¹
E_HOMO = -5.56 eV
charge = -1

[2]
Formula: C18H33F3N3O10STi
Source: OMol25
Level of theory: the ωB97M-V functional and the def2-TZVPD basis

Each line ends with the Mulliken spin population.
Positions of all 69 atoms, in Å:
Ti  19.417  -17.269  -3.782  2.62
C  20.122  -21.613  -4.692  0.02
F  20.684  -22.814  -5.054  0.00
F  18.782  -21.676  -4.671  0.00
F  20.581  -21.390  -3.466  0.00
S  20.659  -20.178  -5.910  -0.01
O  22.093  -20.359  -6.115  0.00
O  19.942  -20.472  -7.143  0.00
O  20.241  -18.889  -5.299  0.01
C  19.777  -19.774  -0.666  0.02
C  18.658  -19.856  -1.682  0.06
O  18.512  -18.923  -2.478  -0.04
N  17.711  -20.844  -1.589  0.01
C  16.592  -21.001  -2.536  0.00
H  20.433  -20.642  -0.730  0.00
H  19.453  -19.674  0.370  0.00
H  20.409  -18.903  -0.845  0.00
H  17.566  -21.334  -0.717  0.00
H  15.682  -20.900  -1.945  0.00
H  16.620  -21.987  -3.001  0.00
H  16.430  -20.331  -3.380  0.00
C  15.107  -17.777  -5.460  0.00
C  16.589  -17.951  -5.486  0.03
O  17.385  -17.167  -4.946  0.01
N  17.135  -19.079  -6.030  0.02
C  16.433  -20.165  -6.749  0.00
H  14.702  -18.314  -4.603  0.00
H  14.566  -18.186  -6.314  0.00
H  14.932  -16.709  -5.329  0.00
H  18.142  -19.118  -5.957  0.00
H  17.141  -20.711  -7.372  0.00
H  15.658  -19.753  -7.396  0.00
H  15.974  -20.851  -6.037  0.00
C  24.117  -19.666  -0.876  0.00
C  24.054  -20.146  -2.319  0.00
O  24.636  -21.188  -2.605  0.00
N  23.419  -19.448  -3.285  0.00
C  22.778  -18.126  -3.181  -0.01
H  23.408  -18.862  -0.682  0.00
H  25.105  -19.261  -0.655  0.00
H  23.975  -20.529  -0.225  0.00
H  23.419  -19.782  -4.238  0.00
H  21.726  -18.205  -2.910  0.08
H  22.880  -17.759  -4.202  -0.01
H  23.292  -17.478  -2.471  0.00
O  19.564  -15.993  -1.492  0.01
C  19.530  -15.733  -0.288  0.04
O  19.609  -16.675  0.609  0.00
C  19.615  -16.072  1.942  0.00
C  19.250  -14.613  1.763  0.00
C  19.645  -14.324  0.378  0.00
H  20.620  -16.278  2.310  0.00
H  18.914  -16.665  2.530  0.00
H  19.809  -14.014  2.481  0.00
H  18.181  -14.532  1.955  0.00
H  20.702  -14.058  0.374  0.00
H  19.030  -13.582  -0.132  0.00
O  20.451  -15.274  -4.341  0.01
C  21.480  -14.687  -4.139  0.08
O  22.613  -15.201  -4.591  0.01
C  23.766  -14.550  -4.114  0.01
C  23.225  -13.684  -3.017  0.00
C  21.763  -13.527  -3.304  0.01
H  24.270  -14.069  -4.952  0.00
H  24.460  -15.290  -3.714  0.00
H  23.694  -12.700  -2.991  0.00
H  23.311  -14.220  -2.072  0.00
H  21.480  -12.686  -3.938  0.00
H  21.152  -13.482  -2.402  0.00

Output
strongest force on any atom = 3.58 eV Å⁻¹
expectation value of S² = 3.75
spin multiplicity = 4
E_HOMO (alpha / beta) = -3.70 / -8.79 eV
charge = 0

[3]
Formula: C18H33GaN4O3PS
Source: OMol25
Level of theory: the ωB97M-V functional and the def2-TZVPD basis

Each line ends with the Mulliken charge.
Positions of all 61 atoms, in Å:
C  -3.531  -3.281  -2.405  -1.24
C  -2.847  -1.984  -2.817  -0.27
C  -2.437  -1.081  -1.641  -0.75
N  -1.819  -1.788  -0.530  -0.21
Ga  -1.237  -0.703  0.952  0.17
C  -0.839  -1.919  2.505  -0.78
S  0.684  -2.897  2.541  -0.19
C  0.837  -3.448  0.824  -0.47
C  1.402  -2.419  -0.159  -0.85
P  -3.196  0.478  1.723  0.79
O  -3.159  1.000  3.123  -0.84
O  -4.515  -0.488  1.525  -0.57
O  -3.721  1.618  0.672  -0.60
H  -4.496  -3.093  -1.927  0.28
H  -2.911  -3.840  -1.704  0.27
H  -3.708  -3.919  -3.273  0.39
H  -1.966  -2.218  -3.421  0.25
H  -3.528  -1.413  -3.457  0.32
H  -1.695  -0.368  -2.020  0.32
H  -3.314  -0.478  -1.350  0.32
H  -2.488  -2.464  -0.171  0.21
H  -0.133  0.357  0.520  -0.41
H  -0.805  -1.321  3.419  0.40
H  -1.680  -2.613  2.617  0.37
H  -0.143  -3.788  0.487  0.14
H  1.478  -4.329  0.890  0.38
H  0.716  -2.283  -0.996  0.16
H  1.522  -1.449  0.324  0.12
H  2.384  -2.717  -0.531  0.52
H  -4.391  -1.311  2.018  0.32
H  -2.978  1.936  0.144  0.34
N  4.196  0.171  -2.839  0.01
C  5.548  0.121  -2.609  -0.93
C  5.734  -0.090  -1.267  -0.53
C  4.448  -0.175  -0.669  -0.29
C  3.522  -0.010  -1.664  -0.65
H  3.762  0.312  -3.732  0.21
H  6.257  0.223  -3.415  0.65
H  6.687  -0.180  -0.773  0.43
H  4.222  -0.346  0.370  0.49
H  2.446  -0.017  -1.629  0.62
N  -5.378  0.739  4.867  0.14
C  -6.292  1.701  4.572  -0.26
C  -7.449  1.421  5.259  -0.63
C  -7.217  0.228  5.995  -0.34
C  -5.928  -0.165  5.725  -0.66
H  -4.448  0.703  4.449  0.32
H  -6.043  2.499  3.893  0.39
H  -8.358  2.001  5.230  0.37
H  -7.912  -0.284  6.642  0.38
H  -5.362  -1.011  6.077  0.37
N  6.490  3.427  -3.189  0.07
C  6.823  4.086  -4.338  -0.44
C  7.429  5.265  -3.988  -0.50
C  7.461  5.315  -2.567  -0.58
C  6.873  4.166  -2.106  -0.31
H  6.036  2.531  -3.137  0.28
H  6.603  3.667  -5.305  0.34
H  7.806  6.007  -4.672  0.38
H  7.865  6.105  -1.956  0.38
H  6.693  3.813  -1.105  0.38

Output
strongest force on any atom = 0.30 eV Å⁻¹
E_HOMO = -5.08 eV
charge = -1

[4]
Formula: C18H33N2
Source: OMol25
Level of theory: the ωB97M-V functional and the def2-TZVPD basis

Each line ends with the Mulliken charge.
Positions of all 53 atoms, in Å:
C  -6.346  -1.208  -0.170  -0.48
C  -5.279  -1.753  0.386  -0.51
C  -3.994  -1.009  0.630  -0.61
C  -3.946  0.295  -0.173  0.91
C  -2.801  1.206  0.281  -1.53
N  -1.471  0.547  0.255  0.28
C  -0.449  1.300  1.021  -0.95
C  0.864  0.519  1.034  -0.48
N  1.311  0.350  -0.329  0.32
C  2.725  0.014  -0.522  -0.32
C  3.187  -1.194  0.305  -0.71
C  4.466  -1.822  -0.254  -0.98
C  5.765  -1.232  0.300  -0.72
C  5.768  0.285  0.509  -0.60
C  5.053  1.089  -0.579  -0.97
C  3.562  1.275  -0.297  -0.66
C  0.360  -0.457  -1.054  -0.77
C  -0.968  0.297  -1.117  -0.66
C  -5.275  1.038  0.001  -1.02
C  -6.410  0.220  -0.610  -0.83
H  -7.234  -1.798  -0.334  0.40
H  -5.284  -2.784  0.704  0.40
H  -3.914  -0.793  1.702  0.35
H  -3.166  -1.674  0.357  0.29
H  -3.839  0.053  -1.235  0.33
H  -2.996  1.524  1.309  0.37
H  -2.751  2.097  -0.348  0.31
H  -1.581  -0.371  0.708  0.45
H  -0.808  1.463  2.038  0.46
H  -0.297  2.263  0.531  0.35
H  1.605  1.091  1.590  0.51
H  0.709  -0.443  1.557  0.27
H  2.814  -0.249  -1.582  0.36
H  3.337  -0.911  1.347  0.29
H  2.394  -1.947  0.274  0.58
H  4.453  -1.730  -1.342  0.37
H  4.465  -2.891  -0.029  0.34
H  6.569  -1.500  -0.387  0.35
H  5.992  -1.702  1.259  0.32
H  6.809  0.606  0.564  0.37
H  5.316  0.526  1.474  0.31
H  5.502  2.083  -0.626  0.41
H  5.199  0.620  -1.552  0.42
H  3.452  1.624  0.732  0.23
H  3.165  2.053  -0.952  0.37
H  0.720  -0.614  -2.071  0.49
H  0.192  -1.451  -0.596  0.25
H  -0.815  1.263  -1.602  0.36
H  -1.706  -0.278  -1.676  0.42
H  -5.226  2.019  -0.473  0.40
H  -5.469  1.183  1.065  0.37
H  -6.360  0.259  -1.703  0.33
H  -7.371  0.648  -0.321  0.46

Output
strongest force on any atom = 0.97 eV Å⁻¹
SMILES = C1=CC[C@H](C[NH+]2CCN(C3CCCCCC3)CC2)CC1
E_HOMO = -11.98 eV
charge = +1